Entry 1:
Computed, not measured: an isolated molecule of C12H20O3 at a distorted geometry, with ωB97M-V/def2-TZVPD.

Summary:
Frontier orbital gap (Eh): 0.3537
SMILES string: C/C=C(\C)[C@H]1OC(=O)C(C)(C)[C@H](O)[C@@H]1C
Energy relative to the best compared isomer or geometry (same formula, charge and spin) (kcal/mol): 10.78

```
! RIJCOSX wB97M-V def2-TZVPD def2/J DEFGRID3
* xyz 0 1
O -3.296 -0.888 -0.464
O -1.049 -0.704 -1.005
O -1.174 2.208 0.737
C 0.078 0.152 -0.851
C 1.980 0.243 -2.457
C -2.162 -0.502 -0.191
C -1.962 -0.066 1.319
C 3.103 -0.220 -3.353
C -1.748 -1.321 2.213
C 1.266 -0.503 -1.526
C -0.777 0.953 1.374
C -3.193 0.700 1.847
C 0.429 0.386 0.623
C 1.598 -1.912 -1.198
C 1.655 1.356 0.756
H 0.708 -0.550 1.138
H 0.789 -2.518 -1.580
H 2.516 -2.274 -1.675
H 1.816 1.529 1.818
H -3.108 1.029 2.906
H -4.018 0.016 1.791
H 3.573 0.677 -3.829
H -3.404 1.585 1.231
H 2.775 -0.904 -4.141
H -1.974 2.572 1.147
H -1.563 -1.056 3.251
H -0.164 1.132 -1.303
H -0.888 -1.866 1.841
H 3.903 -0.746 -2.775
H 1.477 2.245 0.185
H 1.689 -2.001 -0.096
H 1.711 1.268 -2.564
H -0.529 1.146 2.413
H 2.551 0.848 0.292
H -2.608 -2.013 2.126
*
```

Entry 2:
Computed, not measured: a structure of composition C12H21AlBeBr2CaClLiMgNO5PS at a distorted geometry, with ωB97M-V/def2-TZVPD.

Summary:
Frontier orbital gap (Eh): 0.0959

```
! RIJCOSX wB97M-V def2-TZVPD def2/J DEFGRID3
* xyz 2 1
Br -0.783 -1.543 -0.790
Br -4.314 -2.053 -1.693
Ca 4.988 -1.996 -1.738
Cl -1.104 0.380 4.642
S -2.454 2.604 3.491
P -2.990 3.417 -1.219
Al 3.792 -1.464 1.240
Mg -3.215 -3.694 -5.220
O -1.343 3.026 2.613
O -4.054 3.852 -0.213
O -1.835 4.423 -1.186
O -2.502 2.012 -0.879
O -3.608 3.429 -2.615
N 6.257 -0.878 -3.991
C -1.551 -2.626 -2.218
C -0.220 0.328 1.560
C -3.970 3.306 2.818
C 8.213 -0.796 -5.741
C 0.840 -2.513 1.516
C 7.113 -0.842 -4.755
C -0.581 -2.306 1.642
C -2.736 -1.930 -2.837
C 1.753 -1.308 1.417
C -1.131 -0.867 1.647
C -2.385 3.612 4.976
C 1.214 0.079 1.454
Be 3.822 -4.491 1.752
Li -6.790 -1.365 -1.407
H -2.353 4.666 4.699
H 1.903 0.947 1.373
H 4.240 -2.806 0.463
H -2.226 -0.695 1.719
H -0.634 1.363 1.582
H -1.483 3.352 5.528
H -0.755 -2.745 -2.954
H 8.711 -1.765 -5.783
H -3.031 -2.427 -3.788
H 7.815 -0.554 -6.727
H 1.275 -3.538 1.484
H -1.300 -3.156 1.734
H 4.361 -0.219 0.389
H 8.937 -0.034 -5.450
H -4.794 3.111 3.506
H 4.543 -1.442 2.646
H -1.789 -3.599 -1.790
H -3.259 3.408 5.594
H -3.843 4.378 2.671
H -2.564 -0.870 -3.023
H -4.177 2.830 1.859
*
```